C2H4N2O2S | ωB97M-V/def2-TZVPD

Element x y z (Å)
O1 1.14118 -2.20870 -0.30206
C1 1.56642 -1.43066 0.55704
S1 0.62673 -0.14307 1.22136
N1 -0.77630 -0.09366 0.23203
C2 -0.52260 0.34620 -1.10861
N2 -0.98918 1.47870 -1.49668
O2 -1.59955 2.22877 -0.55451
H1 2.58784 -1.42893 0.97988
H2 -1.05158 -1.09370 0.08569
H3 -0.01692 -0.22139 -1.81294
H4 -1.78455 1.68410 0.22021

Cartesian forces (eV/Å) of the 3 atoms listed first:
1.0 1.4 1.6
-0.8 -1.4 -1.9
-0.2 0.8 0.4

For the LUMO energy, the calculation gives 0.008 hartree. The highest occupied orbital energy is -10.09 eV. The spin multiplicity is 1. Its frontier orbital gap is 10.30 eV. Its structure (SMILES) is O=CSN/C=N\O.

natural (NBO) population analysis, charges in e, atoms 1 to 8: number 1, O, carries -0.557; number 2, C, carries 0.174; number 3, S, carries 0.459; number 4, N, carries -0.820; number 5, C, carries 0.100; number 6, N, carries -0.059; number 7, O, carries -0.530; number 8, H, carries 0.159

=====

C5H14NO | ωB97M-V/def2-TZVPD

Element x y z (Å)
C1 -0.49878 2.29378 2.15521
C2 -0.89733 0.96024 1.41181
C3 -0.44736 0.83428 0.08178
C4 -0.68583 -0.08432 -0.91410
C5 0.61931 1.78162 -0.24152
N1 -0.33538 -3.46732 -1.93140
H1 0.60083 2.18081 2.53189
H2 -0.64327 3.07759 1.34168
H3 -1.46879 0.20105 1.98808
H4 2.53062 -1.36456 -0.27066
H5 -1.51354 -0.74173 -0.61203
H6 -0.56835 0.13244 -1.94599
H7 0.82404 2.72264 0.15799
H8 1.46835 1.20097 0.06918
H9 0.69607 1.78004 -1.28040
H10 0.11748 -3.86274 -2.72342
H11 0.04904 -2.65916 -1.45256
H12 -1.32834 -3.39102 -2.12285
H13 -1.11619 2.61770 3.02230
H14 1.19995 -0.65710 -0.27021
O1 1.61996 -1.45991 0.01597

Cartesian forces (eV/Å) of the 3 atoms listed first:
0.3 -0.7 -0.7
-0.4 0.4 1.1
-0.4 0.9 1.2

For the LUMO energy (alpha / beta), the calculation gives 0.029 / -0.019 hartree. The expectation value of S² is 0.79. The highest occupied orbital energy (alpha / beta) is -7.91 / -9.16 eV. The spin multiplicity is 2. Its frontier orbital gap (alpha / beta) is 8.70 / 8.64 eV.

natural (NBO) population analysis, charges in e, atoms 1 to 8: number 1, C, carries -0.674; number 2, C, carries -0.092; number 3, C, carries -0.089; number 4, C, carries -0.420; number 5, C, carries -0.656; number 6, N, carries -1.112; number 7, H, carries 0.223; number 8, H, carries 0.220

=====

C10H25N3O2PtS2 | ωB97M-V/def2-TZVPD

Element x y z (Å)
Pt1 0.31846 0.09439 -0.36713
S1 -0.66500 -2.01818 -0.07938
S2 -0.66143 2.21686 -0.04654
C1 0.81168 -3.08442 0.10131
C2 -1.11371 -2.30475 -1.86509
C3 -0.61564 -1.16790 -2.75750
N1 -1.03185 0.09667 -2.09577
C4 -0.62315 1.37320 -2.74175
C5 -1.11016 2.50509 -1.84124
H1 -2.20597 -2.40689 -1.84632
H2 -0.70478 -3.29667 -2.07449
H3 -0.98409 -1.24115 -3.79526
H4 0.49469 -1.17379 -2.73928
H5 -0.99854 1.45590 -3.77677
H6 0.48842 1.37154 -2.73014
H7 -2.19969 2.61849 -1.81575
H8 -0.68884 3.49186 -2.04530
C6 0.80711 3.28815 0.13873
H9 -2.04689 0.09330 -1.91976
H10 1.54000 3.08653 -0.65261
H11 1.22439 3.09492 1.13463
H12 0.46969 4.33098 0.10192
H13 1.24496 -2.92265 1.09552
H14 1.54203 -2.88848 -0.69226
H15 0.43872 -4.11250 0.05070
C7 -4.59943 0.06079 0.53465
C8 -3.94557 0.06717 1.68427
H16 -4.54323 -0.79573 -0.12948
H17 -4.54698 0.90356 -0.14725
H18 -3.46280 -0.80602 2.09214
H19 -3.38516 0.91366 2.04792
C9 2.99769 -0.58575 3.97655
O1 1.60260 -0.42858 3.58460
C10 1.56582 -0.16591 2.30359
O2 0.43089 -0.00593 1.76614
N2 2.67893 -0.06046 1.61083
N3 2.34615 0.08134 0.16423
H20 3.55056 0.33745 3.63825
H21 3.38672 -1.49677 3.45985
H22 3.12793 -0.70584 5.05636
H23 3.64346 -0.07782 2.15161
H24 2.68807 0.99777 -0.18273
H25 2.73395 -0.73340 -0.35196

Cartesian forces (eV/Å) of the 3 atoms listed first:
-1.7 0.2 -1.6
-0.7 -1.0 -0.2
-0.8 0.9 -0.4

For the LUMO energy (alpha / beta), the calculation gives -0.225 / -0.320 hartree. Its charge is +2. The expectation value of S² is 2.01. The highest occupied orbital energy (alpha / beta) is -13.86 / -14.89 eV. The spin multiplicity is 3. Its frontier orbital gap (alpha / beta) is 7.73 / 6.19 eV.

natural (NBO) population analysis, charges in e, atoms 1 to 8: number 1, Pt, carries 0.829; number 2, S, carries 0.417; number 3, S, carries 0.403; number 4, C, carries -0.755; number 5, C, carries -0.529; number 6, C, carries -0.242; number 7, N, carries -0.633; number 8, C, carries -0.243

=====

C5H10N3O3S | ωB97M-V/def2-TZVPD

Element x y z (Å)
C1 2.17166 0.42092 0.30184
C2 1.36119 1.44975 0.70940
C3 1.56816 -0.79938 -0.14364
C4 -0.06871 1.48460 0.44382
C5 -0.54679 0.29876 -0.30893
N1 0.27765 -0.81930 -0.51336
N2 2.17899 -1.95594 -0.22925
N3 -0.95541 0.94155 -2.00350
O1 -1.79959 -0.68973 1.80150
O2 -3.12899 0.64413 0.09490
O3 -2.27400 -1.68336 -0.34355
S1 -2.18312 -0.39672 0.25449
H1 3.12139 0.60216 0.67728
H2 1.94659 2.14447 1.23975
H3 -0.79741 1.88469 1.30894
H4 -0.31217 2.32233 -0.17694
H5 -0.25626 -1.75909 -0.72193
H6 3.02181 -2.16311 0.40245
H7 1.65623 -2.78279 -0.48614
H8 -2.05726 -1.66747 2.08244
H9 -1.13906 1.96252 -1.93880
H10 -1.78491 0.56101 -2.45077

Cartesian forces (eV/Å) of the 3 atoms listed first:
-2.8 1.5 1.1
1.0 -2.4 -0.9
-1.1 -0.5 -0.8

For the LUMO energy, the calculation gives -0.171 hartree. Its charge is +1. The highest occupied orbital energy is -13.28 eV. The spin multiplicity is 1. Its frontier orbital gap is 8.63 eV.

natural (NBO) population analysis, charges in e, atoms 1 to 8: number 1, C, carries -0.347; number 2, C, carries 0.033; number 3, C, carries 0.545; number 4, C, carries -0.575; number 5, C, carries 0.088; number 6, N, carries -0.583; number 7, N, carries -0.706; number 8, N, carries -0.844

=====

C31H50N2O8 | ωB97M-V/def2-TZVPD

Element x y z (Å)
C1 3.77885 2.08526 3.65986
O1 3.45093 1.52667 2.36650
C2 2.55576 0.43998 2.61794
C3 1.22787 0.48317 1.79961
C4 0.65509 -0.82229 1.40688
C5 -0.59080 -0.95459 0.68419
C6 -1.31061 0.26580 0.30926
C7 -0.78990 1.56442 0.65587
C8 0.48801 1.67801 1.39585
C9 1.00854 3.10981 1.72399
C10 1.63731 3.83008 0.44046
O2 1.33665 3.14261 -0.77711
C11 3.23912 3.94816 0.52365
N1 3.94220 2.85956 -0.15776
C12 -2.66462 0.08510 -0.43792
O3 -3.04792 0.90182 -1.24090
C13 -3.47461 -1.19254 -0.02720
C14 -5.03461 -1.25827 0.03248
C15 -5.76336 0.13273 -0.08591
C16 -5.42484 1.14065 1.07360
C17 -6.30825 2.45140 0.86339
N2 -5.60351 3.65083 1.44544
C18 -2.79359 -2.32973 0.30083
C19 -1.22920 -2.32384 0.30146
O4 -0.54971 -3.29564 0.05602
H1 2.83502 2.32097 4.23707
H2 4.31974 3.06762 3.55002
H3 4.41851 1.40392 4.27644
H4 3.09522 -0.50028 2.29140
H5 2.29062 0.28608 3.69426
H6 1.18704 -1.76951 1.66739
H7 -1.29965 2.52747 0.41143
H8 0.09517 3.72412 1.98140
H9 1.66963 3.16450 2.61944
H10 1.17242 4.85731 0.37789
H11 1.24909 3.75402 -1.52310
H12 3.56826 4.06400 1.58822
H13 3.51287 4.89345 -0.03172
H14 4.07371 3.06253 -1.14919
H15 3.48238 1.95948 -0.04111
H16 -5.30869 -1.72331 1.02513
H17 -5.45060 -1.96370 -0.74391
H18 -5.48412 0.56711 -1.08012
H19 -6.87145 -0.04999 -0.10211
H20 -4.36079 1.50710 1.02025
H21 -5.57414 0.69076 2.09348
H22 -7.31961 2.29969 1.31524
H23 -6.32208 2.62194 -0.25320
H24 -6.15772 3.88259 2.27890
H25 -5.79680 4.43714 0.81365
H26 -3.28604 -3.28833 0.57507
C20 8.64610 1.09235 -1.95218
C21 7.21090 1.51879 -1.76999
C22 6.17981 0.43198 -1.60864
O5 6.89670 2.68909 -1.75359
H27 9.27542 1.97676 -2.05543
H28 8.97922 0.52477 -1.08112
H29 8.74234 0.48609 -2.85485
H30 6.40260 -0.16410 -0.72194
H31 6.16485 -0.20416 -2.49425
H32 5.19658 0.88558 -1.48694
C23 0.78235 -7.80494 1.55458
C24 -0.18422 -6.89799 2.27442
C25 -0.72652 -5.72016 1.50775
O6 -0.50972 -7.10999 3.42321
H33 1.09095 -8.60822 2.22406
H34 0.29943 -8.24390 0.67952
H35 1.66702 -7.24118 1.25217
H36 -1.27556 -6.06770 0.63092
H37 0.08932 -5.06681 1.20452
H38 -1.40724 -5.15654 2.14663
C26 -6.44715 1.84044 -4.07587
C27 -7.40387 2.75195 -3.35104
C28 -7.92196 3.95067 -4.10375
O7 -7.74300 2.53002 -2.20828
H39 -6.15691 1.02261 -3.41606
H40 -6.93021 1.42218 -4.96110
H41 -5.55089 2.39359 -4.36284
H42 -8.46983 3.62531 -4.99009
H43 -7.09072 4.59693 -4.39203
H44 -8.59835 4.51552 -3.46191
C29 3.55602 -4.02273 -1.60711
C30 4.86052 -3.30114 -1.38436
C31 5.58416 -3.56411 -0.08792
O8 5.30982 -2.53985 -2.21340
H45 3.14765 -3.73930 -2.57711
H46 3.72156 -5.10191 -1.59809
H47 2.83920 -3.74593 -0.83104
H48 5.83891 -4.62286 -0.01183
H49 4.95733 -3.26689 0.75517
H50 6.50457 -2.98007 -0.06291

Cartesian forces (eV/Å) of the 3 atoms listed first:
0.1 1.1 0.3
-0.6 -0.1 2.1
-0.4 -1.3 -1.2

For the LUMO energy, the calculation gives -0.025 hartree. The highest occupied orbital energy is -8.46 eV. The spin multiplicity is 1. Its frontier orbital gap is 7.78 eV. Its structure (SMILES) is COCc1cc2c(cc1C[C@H](O)CN)C(=O)C(CCCCN)=CC2=O.CC(C)=O.CC(C)=O.CC(C)=O.CC(C)=O.

Löwdin population analysis, charges in e, atoms 1 to 8: number 1, C, carries -0.114; number 2, O, carries -0.215; number 3, C, carries -0.180; number 4, C, carries -0.083; number 5, C, carries 0.041; number 6, C, carries -0.065; number 7, C, carries -0.059; number 8, C, carries 0.061

=====

C3H4N2 | ωB97M-V/def2-TZVPD

Element x y z (Å)
N1 0.56741 1.35511 0.09046
C1 0.02718 0.49950 0.87972
C2 -0.43426 -0.77809 0.37431
C3 -0.15822 -0.76405 -0.95332
N2 0.30977 -0.15615 -1.92135
H1 0.84639 2.21131 0.55929
H2 -0.11752 0.67211 1.95144
H3 -0.91173 -1.56214 0.93773
H4 -0.12902 -1.47759 -1.91828

Cartesian forces (eV/Å) of the 3 atoms listed first:
-0.1 -0.1 0.3
0.0 0.1 -0.1
0.0 0.0 0.0

For the LUMO energy, the calculation gives -0.011 hartree. The highest occupied orbital energy is -8.32 eV. The spin multiplicity is 1. Its frontier orbital gap is 8.02 eV.

natural (NBO) population analysis, charges in e, atoms 1 to 8: number 1, N, carries -0.693; number 2, C, carries 0.114; number 3, C, carries -0.549; number 4, C, carries 0.145; number 5, N, carries -0.183; number 6, H, carries 0.356; number 7, H, carries 0.182; number 8, H, carries 0.253

=====

C30H55N2O9SeSiTi | ωB97M-V/def2-TZVPD

Element x y z (Å)
Ti1 -0.08888 2.10192 0.01051
C1 0.29040 3.45671 -2.74525
C2 0.20848 4.67503 -1.85279
O1 -0.39321 4.18227 -0.64177
C3 -1.03063 5.14209 0.22857
C4 -2.15270 4.36654 0.87131
O2 -1.60594 3.10598 1.33292
C5 -1.51873 2.91360 2.76244
C6 -0.06365 3.02242 3.10952
O3 0.56916 2.20599 2.10526
C7 1.97364 1.92441 2.32565
C8 2.73836 2.82132 1.39406
O4 2.04858 2.70033 0.12763
C9 2.87743 2.78359 -1.05043
C10 2.13026 1.97736 -2.07695
O5 0.72411 2.32276 -1.94704
H1 0.97754 3.60102 -3.57638
H2 -0.68912 3.19384 -3.13887
H3 -0.43142 5.43333 -2.30566
H4 1.17828 5.11842 -1.62507
H5 -1.41621 5.98036 -0.35170
H6 -0.29730 5.51048 0.94858
H7 -2.91986 4.12341 0.13843
H8 -2.60333 4.90698 1.70091
H9 -1.89008 1.90978 2.96836
H10 -2.13894 3.63669 3.28684
H11 0.14740 2.61453 4.09794
H12 0.30928 4.04787 3.04720
H13 2.12145 0.87289 2.08496
H14 2.22688 2.09406 3.37094
H15 3.76959 2.48587 1.28942
H16 2.72707 3.86869 1.70125
H17 3.85354 2.34398 -0.85092
H18 3.00916 3.83054 -1.32736
H19 2.19967 0.91854 -1.84485
H20 2.45877 2.16563 -3.09690
C11 -4.62227 0.23386 -2.94473
N1 -4.07315 -0.31257 -1.70724
C12 -3.08271 0.17280 -0.95700
Se1 -2.23135 1.80721 -1.35662
N2 -2.91759 -0.62264 0.10669
C13 -3.83625 -1.67315 0.05527
C14 -4.08460 -2.75142 0.89568
C15 -5.09698 -3.60805 0.51089
C16 -5.83672 -3.40392 -0.66469
C17 -5.59145 -2.33006 -1.49585
C18 -4.57250 -1.47018 -1.10408
H21 -4.08847 1.13755 -3.22038
H22 -5.67500 0.46676 -2.79731
H23 -4.51718 -0.50328 -3.73840
H24 -2.16779 -0.53171 0.77328
H25 -3.53014 -2.91508 1.80740
H26 -5.33211 -4.45951 1.13436
H27 -6.62123 -4.10286 -0.91875
H28 -6.16609 -2.17068 -2.39765
C19 -0.99142 -2.01372 2.60444
C20 0.50583 -2.19555 2.79151
C21 0.95716 -1.70817 4.15487
C22 0.91200 -3.63805 2.54840
O6 1.19069 -1.33823 1.82604
Si1 1.11096 -1.08966 0.24723
O7 0.25623 0.44100 0.15826
O8 0.19736 -2.13417 -0.54354
C23 0.03362 -2.54644 -1.94463
C24 0.33604 -1.37101 -2.86234
C25 0.97076 -3.71142 -2.20409
C26 -1.41398 -2.97987 -2.07881
O9 2.53677 -0.64051 -0.35482
C27 3.86939 -1.27517 -0.25815
C28 4.41470 -1.33065 -1.67376
C29 3.76143 -2.66035 0.35725
C30 4.70979 -0.37043 0.62524
H29 -1.54177 -2.59392 3.34527
H30 -1.27906 -2.36552 1.61096
H31 -1.26429 -0.95995 2.73700
H32 0.51439 -2.31898 4.94113
H33 0.65087 -0.67158 4.31487
H34 2.04132 -1.77516 4.24293
H35 0.39431 -4.29317 3.24890
H36 1.98265 -3.76936 2.69952
H37 0.65298 -3.94763 1.53424
H38 1.38165 -1.07125 -2.77529
H39 -0.31108 -0.51926 -2.62915
H40 0.16034 -1.65840 -3.89923
H41 2.01215 -3.39680 -2.14748
H42 0.80002 -4.11369 -3.20257
H43 0.79997 -4.50945 -1.48141
H44 -2.08414 -2.12813 -1.96161
H45 -1.66310 -3.73583 -1.33388
H46 -1.58105 -3.40710 -3.06782
H47 3.79879 -1.96928 -2.30659
H48 5.42652 -1.73514 -1.67090
H49 4.45647 -0.33280 -2.11572
H50 3.06510 -3.29286 -0.19584
H51 3.44495 -2.60183 1.39777
H52 4.73637 -3.14655 0.33095
H53 4.81005 0.62299 0.18257
H54 5.71342 -0.78030 0.73535
H55 4.26932 -0.28899 1.62133

Cartesian forces (eV/Å) of the 3 atoms listed first:
0.2 -0.1 0.3
0.0 0.0 0.0
0.0 0.0 -0.1

For the LUMO energy, the calculation gives -0.344 hartree. Its charge is +3. The highest occupied orbital energy is -15.97 eV. The spin multiplicity is 1. Its frontier orbital gap is 6.61 eV.

Löwdin population analysis, charges in e, atoms 1 to 8: number 1, Ti, carries 1.044; number 2, C, carries -0.111; number 3, C, carries -0.092; number 4, O, carries -0.286; number 5, C, carries -0.086; number 6, C, carries -0.119; number 7, O, carries -0.284; number 8, C, carries -0.088

=====

C4H12S | ωB97M-V/def2-TZVPD

Element x y z (Å)
C1 -1.52363 0.74771 -0.85565
S1 -0.37989 1.96019 -0.12419
C2 -1.45902 2.98528 0.90578
H1 -2.44894 1.22404 -1.18146
H2 -1.00045 0.42367 -1.75074
H3 -1.73180 -0.02855 -0.12822
H4 -2.40211 3.10080 0.38971
H5 -0.97628 3.95780 0.95581
H6 -1.58613 2.60605 1.91459
C3 1.31855 -1.51329 -0.29668
C4 2.10151 -2.70395 0.26036
H7 1.17151 -1.57946 -1.37080
H8 0.34355 -1.46340 0.19040
H9 1.79539 -0.60278 -0.04167
H10 2.20833 -2.61768 1.33809
H11 3.02629 -2.86829 -0.29233
H12 1.54311 -3.62814 0.08702

Cartesian forces (eV/Å) of the 3 atoms listed first:
0.2 0.8 0.3
0.0 0.0 -0.1
0.3 -0.1 -0.3

For the LUMO energy, the calculation gives 0.039 hartree. The highest occupied orbital energy is -8.48 eV. The spin multiplicity is 1. Its frontier orbital gap is 9.53 eV. Its structure (SMILES) is CSC.CC.

natural (NBO) population analysis, charges in e, atoms 1 to 8: number 1, C, carries -0.735; number 2, S, carries 0.164; number 3, C, carries -0.740; number 4, H, carries 0.213; number 5, H, carries 0.231; number 6, H, carries 0.213; number 7, H, carries 0.215; number 8, H, carries 0.228

=====

Which value of spin multiplicity does entry 7 give?
1

=====

What is the spin multiplicity in the sixth record?
1